No. 1
Density functional theory data (wB97M-V/def2-TZVPD) for a cluster of 2 separate species, C4H11NOS in total in a non-equilibrium geometry.

Summary:
ΔE to the lowest compared entry with this formula, charge and spin: 91.6 kcal per mole
multiplicity: 1
orbital gap: 9.306 eV
calculated total energy: -18695.9483 eV
LUMO level: 0.680 eV

Structure (XYZ):
```
18
Properties=species:S:1:pos:R:3:forces:R:3
C 0.886946 0.733678 -2.068703 0.66 -0.20 4.09
C -0.648161 -2.033461 2.049149 -1.23 0.04 -2.48
C 0.623082 1.565305 -3.016215 0.74 0.67 -3.22
C -0.513843 0.523468 0.893114 0.76 -1.03 -0.50
N -1.894961 0.695219 1.245605 -0.36 -1.68 3.68
O -0.750525 -1.956133 -0.552549 0.02 0.50 -0.57
S 0.077643 -1.317306 0.504731 -1.22 -0.02 1.34
H 0.498736 -0.268579 -1.980339 -0.04 -0.23 -0.50
H 0.249315 0.845223 1.669123 -1.27 -0.35 -0.48
H 1.353167 1.086989 -1.089825 -0.15 -0.39 -1.56
H -1.683831 -2.379940 2.018370 -0.15 0.32 -1.16
H -0.695958 -1.290090 2.732973 0.59 2.14 2.65
H -0.161218 -2.886568 2.343162 1.85 -1.71 0.80
H 0.252051 1.146200 -3.946747 -0.61 0.12 0.06
H 1.086791 2.534970 -3.193591 -0.33 0.07 0.77
H -0.227773 1.060674 -0.014488 -0.47 -0.17 0.13
H -2.627283 0.216669 0.673062 1.40 0.42 0.29
H -1.984198 0.254110 2.288920 -0.19 1.52 -3.35
```
Positions in Å, forces in eV/Å.

=====

No. 2
Density functional theory data (wB97M-V/def2-TZVPD) for a cluster of 2 separate species, C6H9F2N2O2S2 in total in a non-equilibrium geometry.

Summary:
ΔE to the lowest compared entry with this formula, charge and spin: 7.2 kcal per mole
multiplicity: 1
orbital gap (alpha / beta): 4.154 / 4.154 eV
calculated total energy: -40538.1238 eV
LUMO level (alpha / beta): -8.289 / -8.289 eV
net charge: +1

Structure (XYZ):
```
23
Properties=species:S:1:pos:R:3:forces:R:3
C 1.908562 1.510475 -0.166089 0.29 1.80 0.51
C -0.464594 1.066138 -0.189726 1.00 -0.37 0.13
C 4.355196 1.204154 0.566311 0.83 -2.63 1.30
C -0.093298 -1.297536 -0.774574 0.38 -0.41 -2.24
C -4.508690 1.139469 1.064126 -4.76 -2.70 0.00
C 3.289374 2.118438 0.072972 0.64 0.77 -0.74
N 1.649695 0.325678 -0.481766 1.71 -1.81 -0.57
N 0.357357 0.043628 -0.557039 -0.29 1.06 0.60
O -1.652101 0.980995 -0.010602 -2.51 -0.03 -0.02
O -4.892657 2.561541 -1.055346 0.26 0.11 0.97
F 3.127690 3.170307 0.935183 -0.25 -0.24 -0.20
F 3.763112 2.718111 -1.126183 -0.96 -0.85 1.17
S 0.484888 2.465855 0.126091 0.39 0.88 0.12
S -4.568202 2.696765 0.345062 -0.05 -0.23 -0.85
H 4.293419 0.194710 0.118577 -0.71 0.36 0.14
H 4.525535 0.989631 1.692531 -0.93 0.95 -1.79
H 5.297451 1.471226 0.155249 0.84 1.03 -0.11
H 0.746039 -1.999071 -0.544789 -1.07 0.53 -0.25
H -1.003312 -1.430533 -0.255418 -0.62 -0.45 1.26
H -0.471138 -1.346243 -1.837581 0.95 -0.41 0.76
H -4.878089 0.992312 2.122045 0.79 0.98 -0.88
H -5.193493 0.326675 0.468213 1.30 2.26 0.87
H -3.583407 0.711153 0.889843 2.79 -0.60 -0.18
```
Positions in Å, forces in eV/Å.

=====

No. 3
Density functional theory data (wB97M-V/def2-TZVPD) for a cluster of 2 separate species, CH2Br2O3 in total in a non-equilibrium geometry.

Summary:
ΔE to the lowest compared entry with this formula, charge and spin: 16.6 kcal per mole
multiplicity: 1
orbital gap: 8.934 eV
calculated total energy: -147296.4607 eV
SMILES: O=C(O)O.BrBr
LUMO level: -0.514 eV

Structure (XYZ):
```
8
Properties=species:S:1:pos:R:3:forces:R:3
O -0.413394 -0.830734 0.274638 1.31 0.83 0.16
C -0.207675 0.347753 0.521775 -3.14 -4.95 -0.69
O -1.221099 1.020009 1.005095 -2.71 2.97 1.29
O 0.909579 0.963238 0.314216 0.94 1.33 -0.11
H -2.170674 0.617266 1.066885 3.30 0.18 -0.56
H 0.785472 1.925399 0.319958 0.03 -0.14 0.21
Br 0.629380 -1.458908 -2.541030 -0.54 0.60 -1.06
Br 1.688410 -2.584024 -0.961536 0.81 -0.82 0.76
```
Positions in Å, forces in eV/Å.

=====

No. 4
Density functional theory data (wB97M-V/def2-TZVPD) for a cluster of 2 separate species, C5H14N3 in total in a non-equilibrium geometry.

Summary:
ΔE to the lowest compared entry with this formula, charge and spin: 26.1 kcal per mole
multiplicity: 1
orbital gap: 11.212 eV
calculated total energy: -9876.0333 eV
LUMO level: -2.729 eV
net charge: +1

Structure (XYZ):
```
22
Properties=species:S:1:pos:R:3:forces:R:3
C -0.732511 -1.913463 -0.920306 0.29 -0.69 -0.16
C 0.571140 -1.676090 -1.088834 -0.12 -0.79 -0.72
C 1.593197 -1.720551 0.007443 0.32 -0.28 0.04
H -1.433582 -1.866240 -1.761419 0.20 -0.28 0.36
H -1.137523 -2.162718 0.067132 0.01 0.00 -0.41
H 0.934922 -1.429809 -2.095123 -0.05 -0.10 0.37
H 1.115054 -1.976298 0.967946 0.28 -0.06 -0.25
H 2.087046 -0.739677 0.110444 0.06 -0.45 -0.07
H 2.361639 -2.479587 -0.216126 -0.28 0.34 0.14
C -0.691287 1.304612 -0.233767 0.06 -0.24 0.09
N -0.914160 2.570865 0.124506 -0.09 0.53 0.13
N -0.092632 0.474069 0.612505 -0.09 0.23 0.35
N -1.072735 0.879966 -1.444048 -0.30 0.53 -0.56
C 0.354664 0.854022 1.948699 0.04 0.19 0.26
H -0.623775 2.898644 1.049038 -0.31 -0.10 -0.80
H -1.374964 3.213442 -0.524562 0.39 -0.37 0.65
H 0.062588 -0.489387 0.305588 -0.45 1.17 0.29
H -0.903559 -0.089871 -1.722104 -0.15 0.94 0.24
H -1.533332 1.524686 -2.091131 0.36 -0.53 0.48
H 0.813687 -0.028925 2.424416 -0.25 0.50 -0.24
H -0.489349 1.191389 2.573542 0.27 -0.21 -0.17
H 1.105470 1.660920 1.906163 -0.17 -0.33 0.01
```
Positions in Å, forces in eV/Å.

=====

No. 5
Density functional theory data (wB97M-V/def2-TZVPD) for a structure of composition C67H95N5O8Sr in a non-equilibrium geometry.

Summary:
ΔE to the lowest compared entry with this formula, charge and spin: 9.4 kcal per mole
multiplicity: 1
orbital gap: 5.910 eV
calculated total energy: -95698.2205 eV
LUMO level: 3.592 eV
net charge: -2

Structure (XYZ):
```
176
Properties=species:S:1:pos:R:3:forces:R:3
Sr 0.664574 0.088799 0.197861 0.38 1.00 0.08
C 2.627016 -2.633303 7.144951 -0.01 0.02 0.00
C 1.531954 -1.566030 7.183004 -0.01 -0.01 0.02
C 1.887319 -0.550200 8.279601 0.00 -0.01 0.00
C 0.217849 -2.260399 7.566672 0.01 0.00 0.00
C 1.394277 -0.843131 5.844651 0.03 -0.02 -0.01
C 2.304584 -0.967461 4.807151 -0.03 -0.05 0.00
C 2.155627 -0.277011 3.611478 -0.02 -0.02 -0.01
C 3.353867 -0.168752 2.709191 0.03 0.09 0.03
N 3.283652 -0.502585 1.281762 -0.01 -0.12 -0.11
C 3.176689 -1.935172 1.033198 0.04 -0.09 -0.05
C 3.057809 -2.310904 -0.456740 0.04 -0.01 0.06
N 2.026676 -1.581348 -1.202997 0.26 -0.47 -0.26
C 2.524559 -0.910112 -2.404589 0.01 0.01 -0.01
C 3.510329 0.233118 -2.169372 -0.01 -0.01 -0.06
N 3.062889 1.168545 -1.142997 0.00 -0.07 -0.11
C 4.052643 1.387888 -0.103815 0.01 -0.02 0.05
C 4.432051 0.107509 0.622590 0.05 0.04 -0.01
C 2.599306 2.464701 -1.663746 0.03 0.08 0.05
C 1.734336 2.406780 -2.892582 0.00 -0.04 0.00
C 2.183229 3.002423 -4.062658 0.00 0.03 -0.06
C 1.435872 2.981238 -5.231549 0.00 0.00 0.04
C 0.199235 2.336480 -5.164624 -0.04 0.08 0.01
C -0.318834 1.744716 -4.023421 -0.03 0.00 -0.08
C 0.481283 1.735039 -2.833152 0.11 0.00 -0.04
O 0.138242 1.142888 -1.742809 -0.32 0.51 -1.26
C -1.679862 1.037364 -4.095209 0.01 -0.04 -0.01
C -1.419112 -0.468992 -4.231757 0.02 0.01 0.05
C -2.553810 1.276050 -2.855752 0.03 0.11 0.01
C -2.503278 1.498750 -5.308827 0.04 -0.07 -0.01
C 1.888173 3.622843 -6.540255 0.03 0.01 -0.03
C 3.277843 4.249928 -6.424206 -0.01 0.00 0.00
C 1.937492 2.566514 -7.653649 0.00 0.01 0.01
C 0.900960 4.727693 -6.943800 0.01 -0.01 0.00
C 0.866484 -2.413250 -1.624529 0.09 -0.18 0.08
C 0.409606 -3.489340 -0.678573 0.02 -0.02 -0.02
C 0.386334 -4.804395 -1.106670 -0.03 -0.03 -0.01
C -0.124982 -5.832893 -0.320167 -0.01 0.01 -0.03
C -0.625216 -5.468331 0.929657 -0.02 -0.04 -0.01
C -0.608646 -4.170383 1.423510 -0.04 0.02 -0.01
C -0.058433 -3.130753 0.617034 0.12 -0.13 -0.06
O 0.062036 -1.911431 1.011770 -0.41 -1.22 0.39
C -1.134923 -3.841183 2.819847 0.02 0.01 0.02
C -2.217783 -2.754795 2.754588 -0.01 0.02 -0.01
C 0.025849 -3.332078 3.683781 -0.02 0.00 0.02
C -1.745208 -5.060229 3.515985 0.03 0.02 0.02
C -0.087486 -7.275687 -0.821731 0.00 -0.02 -0.01
C -0.863463 -7.406239 -2.139875 0.01 0.00 0.01
C -0.699636 -8.256591 0.179208 0.01 0.01 -0.01
C 1.369851 -7.696331 -1.064075 -0.01 -0.01 0.00
C 1.032806 0.564029 3.370741 0.19 -0.06 0.00
O 0.879673 1.112636 2.211079 0.22 0.71 1.34
C 0.174497 0.814044 4.492510 0.02 -0.07 0.03
C 0.368468 0.086926 5.655313 -0.04 -0.02 -0.01
C -0.825766 1.967845 4.444236 -0.02 0.01 0.00
C -1.577664 2.145684 5.767014 0.03 0.02 -0.02
C -0.034151 3.259127 4.180271 0.00 0.02 -0.04
C -1.869550 1.774164 3.344050 0.02 -0.03 0.00
H 2.655769 -3.168514 8.098030 0.00 -0.01 0.01
H 3.611491 -2.192541 6.979413 0.02 0.01 -0.01
H 2.439281 -3.356950 6.350133 -0.01 -0.02 -0.02
H 2.015528 -1.047299 9.246763 0.00 -0.01 0.03
H 1.102513 0.200429 8.382174 -0.01 0.02 0.00
H 2.813932 -0.030663 8.028746 0.02 0.00 0.00
H 0.312557 -2.741145 8.545590 0.00 0.00 0.02
H -0.043535 -3.023502 6.833525 0.01 -0.02 -0.01
H -0.608565 -1.551844 7.617162 -0.02 0.02 0.00
H 3.179531 -1.600622 4.912978 0.01 -0.01 0.00
H 4.178732 -0.748646 3.166910 0.00 0.03 0.00
H 3.657568 0.884280 2.738566 -0.02 -0.01 -0.01
H 2.293483 -2.288635 1.565356 -0.02 -0.03 0.01
H 4.053048 -2.480198 1.439127 -0.01 0.00 0.00
H 2.857305 -3.387199 -0.490615 0.03 0.03 -0.01
H 4.020715 -2.164802 -0.957142 -0.01 -0.01 0.01
H 1.656434 -0.500711 -2.922529 -0.03 -0.05 0.01
H 2.992796 -1.644822 -3.087936 0.00 0.04 -0.01
H 3.641263 0.745966 -3.130655 0.00 -0.03 0.03
H 4.492799 -0.165286 -1.907188 0.00 0.00 0.00
H 3.621478 2.087913 0.617841 0.00 0.00 0.01
H 4.970753 1.857774 -0.513271 -0.02 0.00 0.02
H 5.220957 0.340615 1.353397 -0.01 -0.01 -0.03
H 4.885089 -0.599356 -0.070772 0.01 0.01 0.01
H 3.474146 3.099854 -1.901411 -0.02 -0.02 0.01
H 2.057654 2.944353 -0.844597 0.01 0.01 -0.02
H 3.151898 3.490594 -4.035704 0.01 -0.01 -0.01
H -0.401102 2.307424 -6.065632 0.00 0.02 -0.02
H -0.934845 -0.845727 -3.332948 -0.01 0.01 -0.01
H -0.780065 -0.669372 -5.096159 0.00 0.00 -0.03
H -2.360633 -1.012744 -4.353210 -0.02 -0.01 0.00
H -2.020525 1.048863 -1.939150 -0.01 -0.03 0.00
H -3.440985 0.639769 -2.913823 -0.02 0.00 0.01
H -2.902478 2.313204 -2.817362 0.02 0.06 -0.01
H -2.135262 1.080178 -6.249115 0.05 0.03 -0.02
H -2.509751 2.587734 -5.397922 -0.05 0.02 0.03
H -3.535010 1.163814 -5.184301 0.00 -0.04 -0.01
H 4.026621 3.507907 -6.142021 0.01 -0.02 0.00
H 3.293633 5.048612 -5.680680 0.00 0.01 0.02
H 3.570983 4.678116 -7.386436 0.00 0.01 -0.01
H 2.638603 1.771845 -7.392946 0.02 -0.01 0.01
H 2.255804 3.015339 -8.599649 0.00 0.01 -0.02
H 0.960313 2.108635 -7.807569 -0.02 -0.01 -0.01
H 0.864861 5.502960 -6.175952 0.00 0.01 0.01
H -0.107517 4.329693 -7.060344 -0.02 -0.01 -0.01
H 1.198437 5.189075 -7.890639 0.01 0.01 -0.02
H 1.121441 -2.900758 -2.581142 -0.09 0.05 -0.01
H 0.026369 -1.729932 -1.813021 0.09 -0.08 0.03
H 0.775872 -5.021575 -2.099691 0.00 -0.01 0.00
H -1.045662 -6.239534 1.558708 0.01 -0.02 0.00
H -1.824945 -1.852990 2.292029 0.01 0.02 -0.01
H -2.552808 -2.504501 3.765355 -0.01 0.00 0.03
H -3.082742 -3.099961 2.183556 -0.03 -0.01 -0.04
H 0.420811 -2.400149 3.287569 0.03 0.00 -0.03
H 0.834494 -4.069285 3.720811 0.00 -0.02 0.01
H -0.317297 -3.143167 4.703364 -0.02 0.02 0.01
H -2.585492 -5.471613 2.951878 -0.02 -0.01 -0.01
H -2.118711 -4.754059 4.495854 -0.01 0.00 0.02
H -1.009246 -5.853453 3.673579 0.01 -0.01 0.00
H -1.915219 -7.156754 -1.989490 -0.03 0.02 0.01
H -0.805359 -8.429601 -2.523856 0.00 -0.02 -0.01
H -0.465919 -6.735308 -2.901937 0.01 0.02 -0.02
H -1.748665 -8.026603 0.371988 -0.02 0.01 0.01
H -0.167786 -8.237955 1.131653 0.01 0.00 0.02
H -0.642814 -9.272859 -0.220384 0.00 -0.01 -0.01
H 1.851647 -7.039396 -1.788712 0.01 0.01 -0.02
H 1.421780 -8.721928 -1.443575 0.00 -0.02 -0.01
H 1.939441 -7.639664 -0.134850 0.01 0.00 0.02
H -0.305555 0.265010 6.483787 0.00 0.01 0.02
H -0.905083 2.378311 6.596904 0.02 0.00 0.02
H -2.153951 1.254857 6.024779 -0.03 -0.02 0.00
H -2.281075 2.975335 5.661282 0.00 0.01 0.00
H 0.764108 3.374500 4.918925 0.00 0.01 0.03
H -0.696049 4.127225 4.252949 -0.03 0.03 -0.02
H 0.409727 3.231883 3.185560 0.02 0.00 -0.01
H -2.486551 0.895616 3.539288 0.00 -0.02 0.00
H -1.404699 1.641347 2.372210 -0.02 0.02 0.02
H -2.536531 2.642207 3.302020 -0.02 0.01 -0.01
C -2.614906 -3.714361 -2.894008 0.03 -0.01 -0.02
C -3.129333 -2.788549 -1.850821 0.01 0.04 0.00
N -2.461306 -1.809049 -1.298498 0.06 -0.09 0.02
C -3.321915 -1.234901 -0.392861 -0.04 -0.02 -0.01
C -4.540708 -1.871870 -0.422934 0.19 -0.31 0.31
N -4.388988 -2.862269 -1.347267 -0.03 0.00 0.05
C -5.886858 -1.698451 0.236697 -0.39 0.77 -1.25
O -6.017008 -0.658658 0.939012 0.08 -0.48 0.73
O -6.772773 -2.468238 -0.165073 0.08 -0.34 0.40
C -2.895894 -0.092876 0.441293 -0.15 0.08 0.01
O -3.801185 0.424456 1.235066 0.44 -0.14 0.25
O -1.765354 0.361009 0.368589 -0.57 0.15 0.03
H -1.644713 -3.357674 -3.230284 0.03 0.01 0.00
H -3.291054 -3.761017 -3.751244 0.01 -0.02 0.00
H -2.484821 -4.719242 -2.491694 0.02 -0.07 0.01
H -5.142493 -3.500447 -1.551167 0.00 0.03 -0.04
H -4.679767 -0.124462 1.243121 -0.32 0.44 -0.44
C -2.643532 9.363017 -1.339088 0.00 0.01 0.00
C -2.108199 7.973666 -1.121439 0.01 -0.02 -0.02
C -1.921221 7.471535 0.157082 0.00 -0.02 0.02
C -1.434680 6.186091 0.376586 -0.01 -0.02 -0.02
C -1.257999 5.692604 1.784947 0.01 -0.01 0.04
C -1.148191 5.379636 -0.729883 -0.05 0.07 0.06
C -0.609068 4.000888 -0.526852 0.11 0.01 -0.18
O 0.271075 3.761690 0.264851 -0.05 0.00 0.13
C -1.336162 5.862347 -2.032269 0.02 0.04 0.01
C -0.982833 5.031664 -3.233502 -0.02 -0.01 -0.02
C -1.803542 7.158432 -2.205101 -0.03 0.00 0.03
H -2.730223 9.902943 -0.396292 0.00 0.01 0.00
H -3.632419 9.332677 -1.801241 -0.01 0.00 0.00
H -1.991712 9.936338 -2.000901 0.00 0.01 -0.01
H -2.163399 8.091771 1.014070 -0.01 0.01 0.01
H -1.787411 6.343839 2.481600 0.00 0.00 0.01
H -0.205061 5.661940 2.062319 0.01 0.00 0.01
H -1.629034 4.675557 1.906205 -0.01 -0.01 0.02
H -1.020874 3.188839 -1.148403 -0.01 -0.01 0.00
H -1.456837 4.052354 -3.208278 -0.03 -0.03 -0.01
H 0.092246 4.844108 -3.291880 0.00 -0.03 -0.01
H -1.291565 5.534263 -4.150689 0.01 0.00 -0.01
H -1.937714 7.536316 -3.213704 0.00 0.01 -0.02
```
Positions in Å, forces in eV/Å.

=====

No. 6
Density functional theory data (wB97M-V/def2-TZVPD) for a structure of composition C2H2I2S2 in a non-equilibrium geometry.

Summary:
ΔE to the lowest compared entry with this formula, charge and spin: 56.3 kcal per mole
multiplicity: 1
orbital gap (alpha / beta): 7.610 / 4.443 eV
calculated total energy: -39974.5472 eV
LUMO level (alpha / beta): -1.612 / -3.264 eV

Structure (XYZ):
```
8
Properties=species:S:1:pos:R:3:forces:R:3
C -0.394089 -0.659000 -0.313405 -0.41 0.57 -0.58
C 0.504028 0.258887 -0.465641 -0.59 -1.09 1.03
S -0.787088 -1.579307 1.115148 0.23 -0.24 0.30
S 1.640083 1.134125 -1.240161 0.01 2.36 0.97
I -1.949138 -0.891124 -1.873433 0.38 0.07 -0.01
I 0.916305 2.001091 2.666067 -0.06 -0.24 -0.34
H -1.428128 -2.613535 0.518635 0.16 0.44 0.00
H 1.498026 2.348862 -0.407210 0.27 -1.87 -1.38
```
Positions in Å, forces in eV/Å.